Entry from the OMol25 dataset: C25H32FO8SY as an isolated structure (ωB97M-V/def2-TZVPD).

Structure (XYZ):
```
68
Properties=species:S:1:pos:R:3:forces:R:3:lowdin_charge:R:1
H -8.129200 -13.996589 -4.429430 0.8133 -0.3351 0.6751 0.16
H -3.301181 -17.029858 -6.992142 -0.2602 -0.6174 0.3958 0.10
C -6.497714 -17.914352 -4.095844 0.5061 -0.4192 -2.0661 -0.61
H 0.199144 -14.405373 -4.411008 0.2769 0.3844 -0.3586 0.14
C 2.286078 -12.233259 -5.647714 -0.5357 -1.6051 0.5616 -0.01
H -2.918937 -19.882378 -5.021778 -0.1162 -0.5676 0.0013 0.06
H -3.845999 -19.150639 -3.652460 -0.2720 -0.5602 -0.8394 0.08
C -4.576374 -19.616748 -6.934471 0.5221 -0.9644 -1.4525 -0.09
C -6.845572 -19.345718 -7.650694 -0.1999 0.9294 0.7399 -0.07
H -2.079268 -16.027977 -6.306302 -0.2431 0.1514 0.3535 0.08
C -7.255335 -14.762979 -2.523234 0.0623 0.2892 -1.3500 -0.14
S -2.495491 -17.662663 -4.667258 -0.4197 0.6485 -1.0995 0.95
H -7.662981 -19.449345 -8.348105 0.1186 -0.0189 -0.2707 0.10
H -4.358290 -14.653908 -7.371517 -0.6435 -0.4160 0.9259 0.15
H -7.475331 -15.802156 -2.833131 0.0506 0.2200 0.7771 0.12
H -2.229773 -12.150569 -1.242841 -0.5197 0.0892 -0.2060 0.13
H -1.036403 -12.281642 -3.293918 0.1766 -0.0073 -0.0418 0.13
O -7.658878 -17.594331 -3.934502 -1.0198 0.0825 0.3501 0.03
H -2.663305 -11.676050 -3.625210 0.0296 -0.3159 0.1110 0.14
O -2.658034 -15.887628 -1.665789 -1.9791 0.1035 -1.5930 -0.75
H -3.616385 -20.019115 -7.256057 0.1752 0.2831 0.5594 0.12
H -4.187583 -12.620762 0.097658 -0.6200 -0.7253 -0.7722 0.15
H -5.413369 -13.340088 -5.728062 0.1995 0.8986 0.0621 0.12
F 2.163469 -10.023016 -6.223108 -0.4229 -0.2351 -0.3189 0.03
C 0.458894 -13.829167 -5.315106 -2.3330 0.5955 0.0552 -0.02
C -2.087919 -12.573906 -3.321742 -0.0552 0.3442 1.2973 -0.20
H -1.219863 -12.486212 -7.928435 -0.0327 0.2119 -0.2171 0.11
H -2.697368 -13.724145 -6.168907 0.1592 -0.3463 -0.6518 0.10
H -6.744168 -13.622106 -0.312985 -0.3461 0.2073 0.9022 0.12
C -0.436853 -12.408785 -7.191648 2.7271 0.8978 1.4231 -0.03
H -6.788726 -13.000233 -3.843224 0.0082 0.2255 0.4822 0.12
Y -4.112235 -15.693293 -3.011392 1.7308 -0.4795 1.6084 1.38
C -6.124448 -18.671669 -5.420858 -0.1539 0.5285 0.7836 -0.07
C 0.572021 -11.480792 -7.272415 -0.9343 -0.9639 -1.0578 0.01
H 2.468144 -14.382670 -5.221556 0.3731 0.3278 -0.1395 0.11
O -3.903647 -13.289742 -1.910780 0.8070 0.8047 0.1484 -0.26
H -5.451234 -16.029421 -7.002054 0.0245 -0.2843 -0.0714 0.13
C 1.854583 -13.665660 -5.764486 0.4441 -0.4506 -1.6679 -0.18
C -4.919145 -15.196202 -6.543457 0.6822 -0.5631 -0.9200 -0.17
C -7.153663 -14.028452 -3.857076 -0.4520 -0.2293 -0.9832 -0.13
C 1.692938 -11.302504 -6.346416 -0.6958 1.0289 -0.6199 -0.28
C -4.493200 -13.472785 -0.581454 0.2261 1.5493 -1.1501 -0.11
O -6.000352 -14.664433 -1.859872 -0.5636 -0.7686 -0.1572 -0.25
H -7.977487 -14.296197 -1.876880 -0.7694 -0.1777 0.1212 0.13
O -4.030956 -15.697490 -5.558454 0.9218 -0.3505 -0.3158 -0.32
C -5.542202 -19.711408 -7.916925 -0.3288 -0.2674 -0.1630 -0.09
O -2.299858 -13.610481 -4.237362 -0.1480 -0.2442 -0.3823 -0.16
C -7.098782 -18.730683 -6.412467 -0.0778 -0.4693 0.1839 -0.02
C -4.836694 -19.166107 -5.677334 0.9174 1.2055 1.3086 -0.21
C -2.022459 -13.149008 -5.552963 -0.0455 -0.5153 0.9416 -0.17
O -6.177245 -14.794515 -4.576157 -0.4841 -0.3306 0.2459 -0.19
H -6.757184 -14.167144 -6.462307 -0.7138 0.0103 -0.2902 0.13
C -5.886886 -14.298460 -5.847399 0.5979 0.6425 0.1541 -0.19
H 0.556811 -10.894141 -8.180102 0.2285 0.5229 0.0986 0.11
C -3.621874 -19.115552 -4.738118 -0.4848 0.1269 0.8910 -0.36
O -5.502960 -17.590445 -3.403638 1.1871 0.8223 1.2464 -0.13
H -1.962546 -13.898427 -1.467149 -0.5189 0.7512 -1.1544 0.12
H -5.212026 -20.114012 -8.858732 -0.2976 -0.1225 -0.3348 0.10
C -2.984847 -16.597854 -6.039279 0.1065 0.7432 -0.0538 -0.44
H -8.065057 -18.302920 -6.130408 0.2087 -0.3099 -0.2713 0.12
H -2.377507 -12.112897 -5.630654 0.1902 0.0322 -0.0425 0.13
H -4.047136 -14.391005 -0.234397 -0.3248 -0.6615 0.5083 0.10
C -5.970970 -13.505218 -1.038095 2.0123 -0.2924 -0.1876 -0.14
H 1.930060 -13.871609 -6.874144 -0.1421 -0.3118 0.9914 0.14
C -0.554035 -13.209775 -5.968333 -0.7559 -0.5063 -0.0630 -0.21
H -6.118057 -12.635463 -1.693513 -0.1735 0.0485 0.4668 0.13
H 3.011864 -12.004136 -4.931795 1.1561 0.6117 0.8078 0.11
C -2.488357 -12.986498 -1.917096 0.4436 -0.8859 1.0848 -0.19
```
Forces are in eV/Å.

Calculated values
- largest force on an atom (hartree/bohr) = 0.06232
- orbital gap (eV) = 7.19
- total charge = 0
- relative energy (zero: lowest compared OMol25 entry of this formula, charge and spin) (kJ/mol) = 205.4
- LUMO (eV) = 0.24
- E_HOMO (hartree) = -0.255